Entry 1:
This record from OMol25 describes an isolated molecule of C2H3NO2S2 in a non-equilibrium geometry. The level of theory is ωB97M-V/def2-TZVPD.

```
! RIJCOSX wB97M-V def2-TZVPD def2/J DEFGRID3
* xyz 0 1
C -0.938 -0.159 1.158
C -0.559 -1.520 0.911
N 0.842 2.628 -1.310
O 0.909 2.869 -2.473
O -0.132 1.716 -1.005
S -0.841 1.294 0.638
S 0.711 -1.776 -0.420
H -1.431 -2.082 0.565
H -0.194 -1.995 1.825
H 1.633 -0.975 0.112
*
```

Calculated values
ΔE to the lowest compared entry with this formula, charge and spin   125.66 kcal per mole
E_tot   -29372.529 eV
LUMO energy   -0.685 eV



Entry 2:
This record from OMol25 describes a 2-piece molecular cluster, C3H9N2 overall in a non-equilibrium geometry. The level of theory is ωB97M-V/def2-TZVPD.

```
! RIJCOSX wB97M-V def2-TZVPD def2/J DEFGRID3
* xyz 1 1
C 2.949 -1.014 0.175
C 2.090 -2.096 0.341
C 1.869 -3.055 -0.797
N 1.250 -4.287 -0.350
N 1.450 -2.279 1.462
H 3.012 -0.148 0.837
H 3.560 -0.809 -0.690
H 2.818 -3.226 -1.284
H -12.646 15.257 -0.260
H 1.721 -5.126 -0.669
H 1.169 -2.568 -1.492
H 1.677 -1.547 2.144
H 1.017 -4.313 0.629
H -11.936 15.211 -0.045
*
```

Calculated values
ΔE to the lowest compared entry with this formula, charge and spin   134.17 kcal per mole
E_tot   -6225.230 eV
LUMO energy   -8.877 eV



Entry 3:
This record from OMol25 describes C25H25BF2NO5 as an isolated structure in a non-equilibrium geometry. The level of theory is ωB97M-V/def2-TZVPD.

```
! RIJCOSX wB97M-V def2-TZVPD def2/J DEFGRID3
* xyz 1 1
C 4.173 -2.124 -0.837
C 3.519 -0.989 -0.213
C 4.052 0.229 0.155
C 2.959 0.882 0.743
C 1.824 0.500 0.030
B 0.917 -2.492 2.321
N -0.157 -2.837 1.318
C -0.152 -2.904 -0.164
C 0.120 -4.319 1.865
C 1.537 -4.450 2.360
O 2.147 -5.451 2.671
O 2.102 -3.189 2.527
C -1.310 -2.169 1.878
C -1.000 -1.650 3.181
O -1.636 -1.366 4.182
O 0.427 -1.637 3.256
O 2.132 -0.831 -0.273
H 5.212 -1.845 -1.034
H 4.236 -3.005 -0.183
H 3.694 -2.426 -1.788
H 5.055 0.639 0.209
H 3.056 1.597 1.514
H -1.085 -3.409 -0.467
H -0.251 -1.889 -0.546
H 0.762 -3.410 -0.502
H -0.652 -4.469 2.649
H 0.077 -4.954 0.976
H 0.752 0.605 0.441
H -2.248 -2.237 1.329
C -3.188 -1.853 -3.805
C -2.787 -0.933 -2.687
C -2.020 0.221 -2.947
F -1.966 0.720 -4.231
C -1.351 0.884 -1.936
C -1.498 0.438 -0.602
C -0.538 0.979 0.425
C -0.424 2.486 0.381
C -1.510 3.280 -0.026
C -1.283 4.631 -0.172
F -2.199 5.446 -0.793
C -0.077 5.222 0.204
C 0.047 6.684 0.117
C 1.014 4.445 0.611
C 0.778 3.098 0.799
C -2.654 -0.333 -0.348
C -3.225 -1.101 -1.370
H -3.821 -2.674 -3.446
H -3.730 -1.331 -4.610
H -2.281 -2.273 -4.261
H -0.710 1.725 -2.178
H -0.915 0.661 1.416
H -2.484 2.852 -0.237
H 1.008 7.000 0.544
H -0.031 6.976 -0.935
H -0.767 7.149 0.688
H 1.997 4.855 0.890
H 1.479 2.546 1.429
H -3.110 -0.349 0.656
H -4.015 -1.852 -1.172
*
```

Calculated values
ΔE to the lowest compared entry with this formula, charge and spin   187.51 kcal per mole
E_tot   -44156.957 eV
LUMO energy   -6.070 eV



Entry 4:
This record from OMol25 describes C24H20CaN7OSSe2 as an isolated structure in a non-equilibrium geometry. The level of theory is ωB97M-V/def2-TZVPD.

```
! RIJCOSX wB97M-V def2-TZVPD def2/J DEFGRID3
* xyz 1 1
Ca -1.677 0.985 1.881
Se 3.817 6.665 1.887
N 3.929 4.896 1.870
C 2.702 4.466 1.878
C 2.354 3.039 1.904
C 3.329 2.038 1.921
C 2.947 0.723 2.025
C 1.592 0.439 2.100
N 0.640 1.374 2.033
C 1.017 2.675 1.937
C -0.057 3.707 1.899
N -1.341 3.275 1.876
C -2.331 4.175 1.882
C -2.095 5.543 1.909
C -0.795 5.985 1.911
C 0.251 5.057 1.903
C 1.661 5.465 1.897
N 2.044 6.707 1.904
H 4.372 2.326 1.862
H 3.667 -0.088 2.045
H 1.250 -0.583 2.225
H -3.338 3.775 1.861
H -2.930 6.234 1.924
H -0.552 7.042 1.917
Se -6.717 1.008 1.830
C -4.967 1.085 1.773
N -3.783 1.138 1.735
C -2.041 -2.428 -3.585
C -2.822 -2.567 -2.278
C -2.370 -1.594 -1.203
N -1.018 -1.950 -0.720
C -0.674 -2.179 0.535
S -1.672 -1.795 1.868
N 0.567 -2.703 0.788
C 1.713 -2.772 -0.078
O 2.733 -2.269 0.309
C 1.597 -3.528 -1.356
C 2.490 -3.227 -2.381
C 2.486 -3.982 -3.541
C 1.607 -5.053 -3.669
C 0.721 -5.364 -2.643
C 0.713 -4.600 -1.485
H -2.430 -3.113 -4.341
H -0.975 -2.662 -3.468
H -2.125 -1.412 -3.984
H -2.730 -3.586 -1.887
H -3.884 -2.391 -2.459
H -3.042 -1.602 -0.356
H -2.343 -0.584 -1.608
H -0.374 -2.249 -1.437
H 0.811 -2.674 1.763
H 3.180 -2.399 -2.255
H 3.175 -3.746 -4.343
H 1.622 -5.658 -4.569
H 0.047 -6.207 -2.741
H 0.046 -4.857 -0.668
*
```

Calculated values
E_tot   -197655.956 eV
LUMO energy   -3.628 eV



Entry 5:
This record from OMol25 describes a 2-piece molecular cluster, C3H8NOSe overall in a non-equilibrium geometry. The level of theory is ωB97M-V/def2-TZVPD.

```
! RIJCOSX wB97M-V def2-TZVPD def2/J DEFGRID3
* xyz 1 1
C 2.274 0.485 0.309
C 1.841 -0.798 0.908
C -3.485 -0.195 -0.546
N 2.393 0.611 -0.984
O -4.588 0.120 0.038
Se -1.821 0.209 -0.151
H 2.356 1.342 0.943
H 2.051 -1.694 0.423
H 1.984 -0.853 2.013
H 0.786 -0.530 0.541
H -3.698 -1.017 -1.270
H 2.008 -0.009 -1.829
H 2.545 1.573 -1.248
H -4.647 0.756 0.853
*
```

Calculated values
ΔE to the lowest compared entry with this formula, charge and spin   47.03 kcal per mole
E_tot   -72115.617 eV
LUMO energy   -4.881 eV



Entry 6:
This record from OMol25 describes H2NaO as an isolated structure in a non-equilibrium geometry. The level of theory is ωB97M-V/def2-TZVPD.

```
! RIJCOSX wB97M-V def2-TZVPD def2/J DEFGRID3
* xyz 1 1
O -0.663 -0.746 -1.062
H -1.454 -0.252 -0.746
H -0.680 -0.641 -2.040
Na 2.797 1.639 3.848
*
```

Calculated values
ΔE to the lowest compared entry with this formula, charge and spin   21.92 kcal per mole
E_tot   -6490.047 eV
LUMO energy   -5.732 eV



Entry 7:
This record from OMol25 describes a 2-piece molecular cluster, C3H9NO3S overall in a non-equilibrium geometry. The level of theory is ωB97M-V/def2-TZVPD.

```
! RIJCOSX wB97M-V def2-TZVPD def2/J DEFGRID3
* xyz 0 1
C 0.431 1.567 -0.586
C 3.055 -0.986 0.208
C 1.667 1.027 -0.455
N 1.797 -0.349 -0.222
O -3.291 0.841 0.030
O -4.626 -1.055 -0.351
O -2.461 -1.129 1.021
S -3.195 -0.726 -0.379
H -2.989 -0.924 1.861
H 0.276 2.563 -0.889
H -0.373 0.772 -0.727
H 2.912 -1.578 1.267
H 3.320 -1.828 -0.546
H 3.768 -0.274 0.325
H 2.536 1.615 -0.080
H 1.074 -1.045 -0.280
H -3.902 1.510 -0.199
*
```

Calculated values
ΔE to the lowest compared entry with this formula, charge and spin   85.04 kcal per mole
E_tot   -21721.942 eV
LUMO energy   0.694 eV



Entry 8:
This record from OMol25 describes C23H25CdN5O6S4 as an isolated structure. The level of theory is ωB97M-V/def2-TZVPD.

```
! RIJCOSX wB97M-V def2-TZVPD def2/J DEFGRID3
* xyz 0 1
Cd -0.360 1.317 0.097
C -1.841 4.228 -0.310
C -1.744 4.539 1.179
S -1.679 3.016 2.164
C -0.223 3.316 3.192
C 1.104 3.286 2.447
S 1.546 1.596 1.969
C 3.079 1.946 1.066
C 2.903 2.584 -0.301
S -0.328 3.500 -1.015
H -2.020 5.165 -0.841
H -2.698 3.582 -0.510
H -2.603 5.126 1.509
H -0.840 5.119 1.368
H -0.249 2.550 3.968
H -0.331 4.285 3.682
H 1.899 3.668 3.091
H 1.044 3.901 1.547
H 3.585 0.985 0.967
H 3.707 2.585 1.691
H 3.882 2.808 -0.729
H 2.309 3.497 -0.255
N -1.841 -6.679 -0.122
C -1.997 -5.301 -0.215
C -0.934 -4.446 0.093
C -1.072 -3.079 -0.046
C -2.274 -2.548 -0.494
C -3.340 -3.381 -0.790
C -3.200 -4.750 -0.660
S -2.463 -0.802 -0.659
O -3.844 -0.538 -0.942
O -1.480 -0.315 -1.622
N -1.912 -0.149 0.713
C -2.287 -0.559 1.953
N -3.316 -1.409 2.092
C -3.616 -1.785 3.324
C -2.934 -1.329 4.441
C -1.897 -0.447 4.188
N -1.554 -0.057 2.970
H -1.124 -6.994 0.509
H -2.694 -7.206 -0.033
H 0.001 -4.864 0.448
H -0.257 -2.415 0.210
H -4.276 -2.943 -1.109
H -4.031 -5.404 -0.898
H -4.446 -2.478 3.421
H -3.194 -1.639 5.442
H -1.308 -0.038 5.005
O 1.141 -0.709 -0.415
C 1.623 -1.091 -1.459
C 2.451 -0.294 -2.383
C 2.979 -0.949 -3.490
C 3.820 -0.271 -4.345
C 4.147 1.060 -4.138
C 3.619 1.725 -3.050
C 2.772 1.056 -2.166
O 2.178 1.685 -1.142
N 4.383 -0.976 -5.505
O 4.074 -2.140 -5.657
O 5.117 -0.347 -6.240
H 1.473 -2.138 -1.779
H 2.744 -1.988 -3.679
H 4.795 1.562 -4.841
H 3.829 2.775 -2.902
*
```

Calculated values
ΔE to the lowest compared entry with this formula, charge and spin   14.17 kcal per mole
E_tot   -91895.974 eV
LUMO energy   -0.872 eV



Entry 9:
This record from OMol25 describes a 2-piece molecular cluster, C2H10NO overall in a non-equilibrium geometry. The level of theory is ωB97M-V/def2-TZVPD.

```
! RIJCOSX wB97M-V def2-TZVPD def2/J DEFGRID3
* xyz 2 2
N 0.577 0.339 2.315
H -0.292 0.477 1.816
H 0.462 -0.155 3.200
H 1.204 -0.219 1.750
H 1.104 1.196 2.590
C -0.009 0.463 -0.939
O 0.260 -0.624 0.050
C -0.887 -0.149 -1.994
H -0.488 1.290 -0.390
H 1.024 0.730 -1.287
H -0.369 -1.347 -0.174
H -1.728 -0.674 -1.555
H -1.270 0.484 -2.830
H -0.396 -1.020 -2.445
*
```

Calculated values
ΔE to the lowest compared entry with this formula, charge and spin   16.77 kcal per mole
E_tot   -5751.433 eV
LUMO energy (alpha / beta)   -8.313 / -15.395 eV



Entry 10:
This record from OMol25 describes a 2-piece molecular cluster, C37H34NO3P overall in a non-equilibrium geometry. The level of theory is ωB97M-V/def2-TZVPD.

```
! RIJCOSX wB97M-V def2-TZVPD def2/J DEFGRID3
* xyz 0 1
C 4.137 -0.797 1.746
C 3.161 -1.740 1.084
O 1.952 -1.024 0.776
C 1.023 -1.807 0.149
C -0.253 -1.162 0.035
P -1.556 -2.175 -0.532
C -1.565 -3.880 0.119
C -1.013 -4.231 1.356
C -1.104 -5.550 1.824
C -1.718 -6.534 1.042
C -2.234 -6.195 -0.215
C -2.149 -4.877 -0.676
C -3.031 -1.466 0.294
C -3.231 -1.567 1.674
C -4.357 -0.977 2.264
C -5.272 -0.273 1.477
C -5.068 -0.171 0.097
C -3.960 -0.781 -0.493
O -1.733 -2.192 -2.019
O 1.297 -2.942 -0.264
H 5.043 -1.357 2.001
H 4.422 0.026 1.079
H 3.720 -0.378 2.672
H 3.595 -2.151 0.161
H 2.934 -2.569 1.772
H -0.461 -0.333 0.692
H -0.499 -3.490 1.967
H -0.683 -5.795 2.799
H -1.785 -7.562 1.406
H -2.702 -6.953 -0.843
H -2.531 -4.619 -1.665
H -2.513 -2.104 2.293
H -4.509 -1.071 3.341
H -6.144 0.202 1.934
H -5.760 0.398 -0.524
H -3.804 -0.718 -1.570
C 5.215 2.859 2.747
N 4.175 3.589 2.046
C 4.488 4.988 1.816
C 3.207 2.924 1.272
C 2.050 2.390 1.886
C 1.032 1.861 1.115
C 1.162 1.748 -0.285
C 0.049 1.356 -1.112
C 0.173 0.835 -2.460
C -1.081 1.018 -3.140
C -1.219 0.708 -4.483
C -0.111 0.203 -5.172
C 1.104 -0.022 -4.497
C 1.248 0.269 -3.136
C -2.007 1.644 -2.202
C -1.312 1.849 -0.956
C -1.945 2.554 0.066
C -3.254 3.001 -0.134
C -3.926 2.794 -1.351
C -3.297 2.115 -2.397
C 2.380 2.168 -0.876
C 3.363 2.784 -0.123
H 4.908 1.817 2.891
H 6.162 2.877 2.178
H 5.392 3.328 3.725
H 3.617 5.490 1.382
H 4.732 5.463 2.776
H 5.347 5.108 1.138
H 1.957 2.458 2.972
H 0.112 1.544 1.604
H -2.188 0.865 -4.959
H -0.190 -0.028 -6.234
H 1.953 -0.435 -5.044
H 2.173 0.063 -2.597
H -1.409 2.766 0.988
H -3.766 3.529 0.673
H -4.943 3.165 -1.476
H -3.788 1.935 -3.353
H 2.513 2.081 -1.953
H 4.279 3.156 -0.590
*
```

Calculated values
ΔE to the lowest compared entry with this formula, charge and spin   0.00 kcal per mole
E_tot   -55841.088 eV
LUMO energy   -2.346 eV



Entry 11:
This record from OMol25 describes C6H5I3O2 as an isolated structure in a non-equilibrium geometry. The level of theory is ωB97M-V/def2-TZVPD.

```
! RIJCOSX wB97M-V def2-TZVPD def2/J DEFGRID3
* xyz 0 1
C 0.584 0.938 -0.043
C 0.912 -0.452 -0.260
C -0.655 1.379 -0.306
C -1.820 0.493 -0.443
C -1.929 -0.623 0.268
C 1.959 -1.118 0.209
O -1.047 2.668 -0.293
O 2.192 -2.430 0.105
I -3.352 1.230 -1.567
I -3.521 -1.908 0.385
I 3.402 -0.119 1.382
H 1.225 1.699 0.279
H 0.438 -1.137 -0.951
H -1.186 -1.033 0.915
H -0.254 3.151 0.075
H 3.051 -2.737 0.246
*
```

Calculated values
ΔE to the lowest compared entry with this formula, charge and spin   0.00 kcal per mole
E_tot   -34697.342 eV
LUMO energy   0.230 eV



Entry 12:
This record from OMol25 describes C18H26N2OS as an isolated structure in a non-equilibrium geometry. The level of theory is ωB97M-V/def2-TZVPD.

```
! RIJCOSX wB97M-V def2-TZVPD def2/J DEFGRID3
* xyz 0 1
O -0.579 -3.094 0.803
C -0.435 -1.888 0.704
N 0.736 -1.106 0.688
C 0.817 0.198 0.567
H -0.162 0.581 0.487
C 1.396 0.441 -0.699
N 2.616 -0.302 -0.709
C 3.865 0.410 -0.524
C 5.058 -0.199 -0.786
C 6.344 0.289 -0.292
C 6.264 1.730 0.435
C 5.019 2.255 0.591
C 3.944 1.418 0.183
H 3.032 2.210 0.583
H 5.104 3.078 1.107
H 7.187 1.934 0.860
H 7.268 -0.327 -0.470
H 5.097 -1.193 -1.181
C 2.594 -1.494 -0.816
H 3.399 -2.097 -0.710
C 1.775 -1.933 0.502
H 1.476 -2.897 0.820
H 2.482 -1.522 1.469
H 1.767 -1.871 -1.393
H 1.601 1.769 -1.123
H 0.874 0.201 -1.562
H 1.411 0.379 1.418
C -1.835 -0.905 0.705
H -1.932 -0.353 1.640
H -2.658 -1.805 0.963
S -2.113 -0.127 -0.926
C -3.820 0.491 -0.820
C -4.855 -0.482 -0.497
C -6.271 0.042 -0.544
C -6.349 1.157 0.584
C -5.157 2.451 0.448
C -3.808 1.565 0.243
H -3.686 1.095 1.649
H -3.057 2.336 0.286
H -5.354 3.112 1.311
H -5.251 2.702 -0.375
H -7.424 1.798 0.794
H -6.315 0.694 1.583
H -7.084 -0.714 -0.350
H -6.516 0.707 -1.563
H -4.675 -1.324 -1.332
H -4.674 -1.152 0.477
H -3.776 0.864 -1.624
*
```

Calculated values
ΔE to the lowest compared entry with this formula, charge and spin   394.90 kcal per mole
E_tot   -34934.584 eV
LUMO energy   0.610 eV